Entry 1:
C6H23NO7 | wB97M-V/def2-TZVPD

Each line ends with the natural charge from an NBO analysis.
Positions of all 37 atoms, in Å:
C (-2.29, -0.98, -2.95)  -0.396
C (-1.43, -1.87, -2.44)  -0.186
C (-0.02, -1.78, -2.42)  -0.475
C (0.21, -0.28, -1.82)  -0.216
N (0.03, 0.01, -0.37)  -0.640
C (0.81, -0.65, 0.58)  0.709
C (2.18, -1.13, 0.24)  -0.725
O (0.52, -0.63, 1.78)  -0.702
H (-3.27, -0.74, -2.79)  0.206
H (-1.81, -0.09, -3.40)  0.159
H (-1.99, -2.77, -2.00)  0.221
H (0.58, -2.44, -1.84)  0.223
H (0.53, -1.71, -3.43)  0.232
H (1.26, 0.05, -2.14)  0.227
H (-0.58, 0.40, -2.29)  0.216
H (-0.89, 0.33, -0.04)  0.437
H (2.57, -0.95, -0.74)  0.242
H (2.93, -0.46, 0.83)  0.243
H (2.22, -2.24, 0.41)  0.242
O (-2.09, 0.45, 1.50)  -0.993
H (-2.27, 0.79, 2.45)  0.519
H (-2.87, -0.11, 1.35)  0.483
O (1.10, 3.36, -0.53)  -0.945
H (1.65, 3.91, 0.18)  0.480
H (0.48, 3.02, 0.12)  0.502
O (-2.18, -2.40, 1.00)  -0.959
H (-2.00, -2.82, 1.80)  0.472
H (-1.68, -1.59, 0.91)  0.485
O (0.24, 2.72, 2.16)  -0.972
H (0.29, 1.75, 2.45)  0.494
H (0.59, 3.11, 2.94)  0.471
O (2.98, 1.60, -1.19)  -1.009
H (2.14, 2.10, -0.98)  0.511
H (3.56, 1.40, -0.40)  0.464
O (-0.79, 0.43, 3.69)  -0.981
H (-0.39, 0.11, 4.42)  0.465
H (-0.32, 0.10, 2.95)  0.495

Spin multiplicity: 1
Energy above the lowest of the compared OMol25 structures with the same formula, charge and spin: 51.44 kcal per mole
E_LUMO: 0.37 eV
Orbital gap: 9.67 eV
HOMO: -9.30 eV

***

Entry 2:
C16H21N3O | wB97M-V/def2-TZVPD

Each line ends with the natural charge from an NBO analysis.
Positions of all 41 atoms, in Å:
C (-2.97, 1.14, 0.59)  -0.450
N (-2.24, 1.35, -0.69)  0.080
C (-2.47, 2.78, -1.00)  -0.393
O (-2.77, 0.59, -1.54)  -0.723
C (-0.87, 1.18, -0.46)  -0.266
C (-0.35, -0.18, -0.77)  -0.216
N (1.08, -0.47, -0.38)  -0.466
C (1.46, -1.57, 0.43)  -0.222
C (0.39, -1.75, 1.55)  0.003
C (-0.01, -0.72, 2.40)  -0.245
C (-1.07, -0.88, 3.34)  -0.203
C (-1.58, -2.23, 3.52)  -0.215
C (-1.10, -3.30, 2.77)  -0.216
C (-0.09, -3.16, 1.82)  -0.196
C (2.03, 0.11, -1.21)  0.384
C (2.96, -0.59, -1.94)  -0.270
C (3.83, 0.02, -2.73)  -0.175
C (3.74, 1.37, -2.94)  -0.264
C (2.80, 2.10, -2.29)  0.037
N (2.01, 1.43, -1.40)  -0.464
H (-4.06, 1.28, 0.33)  0.221
H (-2.72, 0.07, 0.84)  0.227
H (-2.87, 1.81, 1.47)  0.198
H (-3.50, 3.03, -0.97)  0.220
H (-1.97, 3.21, -0.15)  0.183
H (-1.82, 3.03, -1.81)  0.217
H (-0.59, 1.33, 0.58)  0.214
H (-0.27, 1.96, -1.00)  0.242
H (-1.01, -0.95, -0.47)  0.235
H (-0.46, -0.30, -1.90)  0.218
H (1.61, -2.49, -0.09)  0.172
H (2.50, -1.44, 0.83)  0.212
H (0.64, 0.14, 2.44)  0.222
H (-1.47, 0.05, 3.80)  0.223
H (-2.42, -2.49, 4.10)  0.213
H (-1.53, -4.26, 2.77)  0.213
H (0.27, -3.91, 1.18)  0.209
H (2.85, -1.71, -2.05)  0.213
H (4.64, -0.63, -3.12)  0.218
H (4.54, 1.91, -3.49)  0.213
H (2.88, 3.14, -2.36)  0.197

Spin multiplicity: 1
Energy above the lowest of the compared OMol25 structures with the same formula, charge and spin: 158.93 kcal per mole
E_LUMO: 0.78 eV
Orbital gap: 8.90 eV
HOMO: -8.12 eV

***

Entry 3:
C4H21N2O5 | wB97M-V/def2-TZVPD

Each line ends with the natural charge from an NBO analysis.
Positions of all 32 atoms, in Å:
C (0.52, -0.09, 1.04)  -0.231
C (1.35, 1.01, 0.43)  -0.442
C (0.62, 1.79, -0.66)  -0.262
C (-0.21, 1.21, -2.77)  -0.009
N (-0.17, 0.92, -1.54)  -0.474
N (0.60, -1.29, 0.16)  -0.726
H (-0.50, 0.23, 1.19)  0.216
H (0.85, -0.37, 2.05)  0.251
H (1.67, 1.74, 1.22)  0.247
H (2.37, 0.67, 0.10)  0.227
H (0.07, 2.60, -0.22)  0.224
H (1.38, 2.25, -1.29)  0.192
H (0.41, 1.99, -3.24)  0.155
H (-0.75, 0.65, -3.53)  0.186
H (-0.18, -2.03, 0.35)  0.479
H (0.46, -0.99, -0.80)  0.460
H (1.41, -1.83, 0.45)  0.444
H (2.56, -2.04, -3.14)  0.481
H (1.53, -1.23, -3.23)  0.466
O (1.81, -1.86, -2.53)  -0.942
H (2.88, -1.84, 2.96)  0.490
H (3.33, -2.18, 1.64)  0.478
O (2.80, -1.48, 2.07)  -0.956
H (-3.36, 3.09, 1.66)  0.509
H (-4.16, 2.28, 0.50)  0.504
O (-3.37, 2.36, 1.03)  -0.974
H (-2.31, -0.03, -0.15)  0.480
H (-3.02, 0.74, 0.99)  0.507
O (-2.96, -0.15, 0.55)  -0.975
H (-2.12, -1.29, 1.49)  0.515
H (-2.08, -2.78, 1.68)  0.491
O (-1.46, -2.05, 1.54)  -1.010

Spin multiplicity: 1
Energy above the lowest of the compared OMol25 structures with the same formula, charge and spin: 44.12 kcal per mole
Net charge: +1
E_LUMO: -2.42 eV
Orbital gap: 11.06 eV
HOMO: -13.47 eV